This record from OMol25 describes a 2-piece molecular cluster, CH6N3O overall. The level of theory is ωB97M-V with the def2-TZVPD basis set.

Positions of all 11 atoms, in Å:
C (-1.64259, -1.17283, 0.33332)
N (1.82386, 0.75913, -0.46616)
N (2.27057, 1.59483, 0.52949)
N (-1.63688, 0.16691, -0.29048)
O (-0.62089, 0.48436, -1.04450)
H (-0.69325, -1.68077, 0.36566)
H (-2.01025, -1.12583, 1.41387)
H (-2.24245, -1.81559, -0.16668)
H (2.28801, 0.97140, -1.41265)
H (0.67554, 0.76096, -0.54815)
H (1.78832, 1.05742, 1.28627)

Computed properties:
net charge = -1
HOMO (alpha / beta) = -2.06 / -2.62 eV
DFT total energy = -281.04149 a.u.
spin multiplicity = 1
energy above the lowest of the compared OMol25 structures with the same formula, charge and spin = 2.003 eV

***

This record from OMol25 describes a 4-piece molecular cluster, C16H24O12 overall. The level of theory is ωB97M-V with the def2-TZVPD basis set.

Positions of all 52 atoms, in Å:
C (2.59775, 5.13935, 4.03663)
C (1.95375, 4.79835, 2.69463)
C (0.87375, 3.68835, 2.66963)
O (-0.13425, 4.34535, 1.92363)
C (0.17275, 5.52935, 1.60963)
O (-0.45825, 6.27635, 0.85063)
O (1.23875, 5.89435, 2.15163)
H (3.28075, 6.05435, 3.97663)
H (2.99175, 4.44735, 4.72063)
H (1.77175, 5.55635, 4.81263)
H (2.69075, 4.71835, 1.74963)
H (0.76575, 3.53835, 3.75563)
H (1.28175, 2.77135, 2.08163)
C (-0.10125, -5.93465, 0.16563)
C (0.92275, -5.14965, -0.45137)
C (1.35975, -5.62365, -1.87837)
O (1.40575, -4.47065, -2.64637)
C (1.00475, -3.45365, -2.02337)
O (0.78175, -2.39765, -2.59237)
O (0.67075, -3.82365, -0.80337)
H (-0.35625, -5.44965, 1.09663)
H (0.09875, -6.99965, 0.28563)
H (-0.91025, -5.79665, -0.42537)
H (1.69475, -5.19665, 0.10363)
H (0.51975, -6.10265, -2.19937)
H (2.35975, -6.23265, -1.92337)
C (-4.09325, -1.19165, -2.12837)
C (-3.58725, -1.97765, -0.78937)
C (-2.06325, -1.89165, -0.73837)
O (-1.76325, -1.01865, 0.28863)
C (-2.78225, -0.50765, 0.91363)
O (-2.79025, 0.21935, 1.88663)
O (-3.79425, -1.13665, 0.35363)
H (-3.71125, -1.86465, -2.96637)
H (-3.60425, -0.09765, -2.08637)
H (-5.08025, -0.96165, -2.23837)
H (-4.10125, -2.87765, -0.57037)
H (-1.78625, -1.72665, -1.66837)
H (-1.64925, -2.77065, -0.70237)
C (-0.42825, 2.26435, -0.70237)
C (0.79475, 1.41135, -0.45237)
C (1.18375, 0.61035, -1.62837)
O (2.29875, 1.24635, -2.12737)
C (2.67475, 2.28135, -1.32037)
O (3.65875, 3.03435, -1.42537)
O (1.77975, 2.31835, -0.25837)
H (-0.18825, 2.90535, -1.43937)
H (-0.63725, 2.86235, 0.09563)
H (-1.28625, 1.66635, -0.90037)
H (0.52675, 0.73135, 0.49563)
H (0.33275, 0.63335, -2.39737)
H (1.61875, -0.28765, -1.23537)

Computed properties:
net charge = 0
HOMO = -9.99 eV
DFT total energy = -1526.76959 a.u.
spin multiplicity = 1
energy above the lowest of the compared OMol25 structures with the same formula, charge and spin = 6.851 eV